1.
Here is a molecular structure, C4H7N3O from OMol25. Energies are from ωB97M-V/def2-TZVPD.

HOMO level	-8.67	eV
LUMO level	0.19	eV
total energy	-395.97123	Ha
relative energy (zero: lowest compared OMol25 entry of this formula, charge and spin)	465.18	kJ/mol

Geometry (Å):
C 1.257580 0.578098 -0.984948
C 0.259955 1.297125 -0.176702
C -0.994827 1.025720 0.301421
C -1.926192 -0.193405 -0.034456
H 0.446305 -0.408362 1.394024
H 2.344511 -1.151962 1.356065
H 1.553334 1.066368 -1.895263
H 0.929940 2.064289 0.466962
H -1.458451 1.662593 1.104513
H -1.630170 -2.054675 -0.997562
H -0.127938 -1.425895 -0.121380
N 1.557750 -0.760249 0.740184
N 1.965703 -0.433487 -0.461335
N -1.070519 -1.222109 -0.545109
O -3.106976 -0.044053 -0.146416

Cartesian forces (eV/Å) of the 3 atoms listed first:
C 0.75 -1.98 0.55
C 0.13 0.89 2.93
C 0.30 -0.05 0.90

***

2.
Here is 2 unconnected molecules or ions with the total composition C7H14OS from OMol25. Energies are from ωB97M-V/def2-TZVPD.

HOMO level	-8.74	eV
LUMO level	0.59	eV
total energy	-748.39398	Ha
relative energy (zero: lowest compared OMol25 entry of this formula, charge and spin)	389.66	kJ/mol

Geometry (Å):
C 0.087092 0.480047 0.274260
C 1.669879 0.105860 2.038188
C -0.619030 -0.600074 2.409316
C -1.876247 -0.364119 -1.941262
C 0.704617 0.175405 -2.528708
C 0.451964 -0.431403 1.390523
C -0.372633 -0.489642 -1.601401
O -0.341593 2.850797 -0.803973
S 0.142537 2.118396 0.345544
H 1.365567 0.659476 2.896836
H 2.401016 -0.582019 2.408471
H 2.167342 0.912433 1.504145
H -0.228343 -1.252669 3.217751
H -1.592437 -0.908025 2.076215
H -0.683500 0.300087 3.064159
H -2.067389 0.614930 -2.330751
H -2.409994 -0.502536 -0.979286
H -2.071075 -1.056181 -2.702357
H 0.233207 1.090887 -2.983153
H 1.646242 0.447448 -2.064648
H 0.733184 -0.595635 -3.342550
H 0.729101 -1.456716 0.972187
H -0.069506 -1.516746 -1.319502

Cartesian forces (eV/Å) of the 3 atoms listed first:
C -1.65 -0.16 -3.75
C 1.39 1.51 1.09
C 0.23 0.28 2.72

***

3.
Here is 2 unconnected molecules or ions with the total composition C5H13N3O from OMol25. Energies are from ωB97M-V/def2-TZVPD.

HOMO level	-7.94	eV
LUMO level	0.87	eV
total energy	-437.76928	Ha
relative energy (zero: lowest compared OMol25 entry of this formula, charge and spin)	222.67	kJ/mol

Geometry (Å):
C 1.901598 -0.889024 1.673209
C 1.238058 -1.163353 0.349326
O 1.031981 -2.282873 -0.094154
N 1.255211 -0.085661 -0.539163
N 1.786465 1.167980 -0.200142
H 2.915583 -0.532806 1.510449
H 1.930622 -1.803307 2.258918
H 1.356664 -0.116082 2.210908
H 0.880671 -0.289298 -1.462593
H 1.021476 1.826121 -0.043350
H 2.387022 1.508530 -0.945892
C -1.796718 1.393617 -1.267710
C -1.327150 0.919584 0.075972
C -1.379253 -0.360684 0.513883
N -1.797209 -1.458046 -0.229017
H -1.557964 0.670875 -2.049149
H -1.344427 2.351937 -1.520968
H -2.880174 1.531801 -1.276078
H -1.155021 1.695035 0.809453
H -1.267736 -0.557737 1.573004
H -2.015554 -1.265642 -1.195774
H -1.184146 -2.260966 -0.151130

Cartesian forces (eV/Å) of the 3 atoms listed first:
C -0.73 -0.09 0.35
C 2.81 0.75 -1.84
O -0.94 0.15 0.56

***

4.
Here is a single C16H22ClNO3 molecule from OMol25. Energies are from ωB97M-V/def2-TZVPD.

HOMO level	-8.65	eV
LUMO level	0.66	eV
total energy	-1363.56820	Ha
relative energy (zero: lowest compared OMol25 entry of this formula, charge and spin)	24.83	kJ/mol

Geometry (Å):
C -0.222737 1.808140 -0.912870
C 0.445069 2.019181 0.410942
C 1.290299 3.092119 0.623127
C 1.903254 3.271973 1.853621
Cl 2.958637 4.621552 2.093450
C 1.675863 2.382477 2.885409
C 0.831830 1.302948 2.684012
C 0.212008 1.109778 1.456625
O -0.652881 0.093805 1.162904
C -0.830744 -0.969720 2.080706
C 0.350943 -1.945095 2.101194
C 0.764209 -2.393774 0.694491
C -0.368822 -3.127571 -0.010468
O -0.513738 -4.329394 0.050071
N -1.211032 -2.309402 -0.679527
C -2.329366 -2.803063 -1.441012
C -2.340471 -2.270917 -2.884705
C -2.570495 -0.747118 -2.965518
C -1.503063 -0.276632 -3.953944
C -0.419206 -1.336975 -3.761477
O -1.112987 -2.544568 -3.543913
H 0.138887 0.888898 -1.373419
H -1.299121 1.716016 -0.777655
H -0.017922 2.637144 -1.584088
H 1.475359 3.794546 -0.174683
H 2.151324 2.524505 3.842603
H 0.665802 0.623817 3.504430
H -1.729071 -1.484389 1.729794
H -1.031774 -0.587980 3.088156
H 0.061869 -2.815235 2.691739
H 1.212806 -1.474990 2.579067
H 1.077749 -1.527474 0.109410
H 1.604833 -3.082634 0.779758
H -1.062906 -1.312527 -0.634619
H -3.279170 -2.534565 -0.960835
H -2.229283 -3.890901 -1.453022
H -3.121858 -2.816593 -3.429816
H -3.578692 -0.513045 -3.299736
H -2.419614 -0.285602 -1.989100
H -1.147042 0.730865 -3.752373
H -1.884388 -0.322881 -4.973978
H 0.219273 -1.475565 -4.635109
H 0.217078 -1.095829 -2.895641

Cartesian forces (eV/Å) of the 3 atoms listed first:
C 0.00 0.00 0.11
C -0.08 -0.20 0.08
C 0.01 -0.07 0.16

***

5.
Here is a single C4H6O molecule from OMol25. Energies are from ωB97M-V/def2-TZVPD.

HOMO level	-9.83	eV
LUMO level	0.88	eV
total energy	-231.19921	Ha
relative energy (zero: lowest compared OMol25 entry of this formula, charge and spin)	64.36	kJ/mol

Geometry (Å):
O 0.295087 -2.458356 -0.308564
C -0.224833 -1.432962 -0.667157
C -0.274839 -0.315777 0.312199
C 0.861469 0.643932 0.517614
C -0.420074 1.089615 -0.133072
H -0.814149 -1.389967 -1.615466
H -0.790599 -0.642596 1.212619
H 1.058165 0.960328 1.538894
H 1.752760 0.536765 -0.093921
H -1.121115 1.703040 0.417038
H -0.394385 1.236021 -1.209892

Cartesian forces (eV/Å) of the 3 atoms listed first:
O 0.13 -0.40 -0.71
C -0.16 -0.66 0.90
C -0.29 0.04 0.01

***

6.
Here is a molecular structure, C27H30CeN3O from OMol25. Energies are from ωB97M-V/def2-TZVPD.

HOMO level (spin up / spin down)	-14.35 / -14.35	eV
charge	+2
LUMO level (spin up / spin down)	-6.10 / -6.08	eV
2S+1	2
total energy	-1761.06897	Ha
relative energy (zero: lowest compared OMol25 entry of this formula, charge and spin)	10.02	kJ/mol

Geometry (Å):
Ce 0.254385 0.513019 -0.092964
C -1.705346 1.716863 3.444990
C -1.621551 0.237716 3.452781
C -1.890779 -0.483904 4.628121
C -1.974638 -1.904146 4.589641
C -1.631480 -2.493899 3.386851
C -1.315182 -1.702533 2.265315
N -1.262862 -0.334280 2.269203
C -0.922302 -2.421937 1.041798
C -1.580924 -3.606260 0.713099
C -1.131056 -4.420249 -0.287664
C -0.047595 -3.944867 -1.060776
C 0.529783 -2.712582 -0.728327
N -0.055196 -1.898570 0.157748
C 1.799877 -2.335648 -1.373525
C 2.810902 -3.286546 -1.586933
C 4.042293 -2.866493 -2.031768
C 4.239400 -1.537266 -2.420144
C 3.162860 -0.634961 -2.278939
C 3.196908 0.788732 -2.734875
N 1.993235 -0.980479 -1.692487
H -2.713947 2.199923 3.503101
H -1.226874 2.164990 2.561817
H -1.117529 2.165993 4.323546
H -2.249349 0.110488 5.490940
H -2.365134 -2.478645 5.437247
H -1.672022 -3.576135 3.283758
H -2.538626 -3.777649 1.208531
H -1.518216 -5.388049 -0.405211
H 0.374790 -4.585277 -1.782296
H 2.555217 -4.347929 -1.345386
H 4.866913 -3.561509 -2.043204
H 5.119772 -1.230323 -2.998617
H 3.182968 0.948736 -3.850911
H 4.144474 1.250970 -2.341299
H 2.341192 1.305451 -2.314518
C -3.594537 0.480653 -0.798516
C -2.343849 1.325657 -0.980953
C -1.577847 1.143683 -2.194836
C -0.662357 2.100991 -2.647361
C -0.165039 2.183785 -4.047240
C -0.153559 3.024111 -1.628030
C -0.787938 3.151454 -0.364369
C -0.212074 4.173409 0.608293
C -1.907881 2.345500 -0.109262
H -3.838690 0.268718 0.289330
H -3.482126 -0.433521 -1.331349
H -4.514239 0.936139 -1.151282
H -1.905582 0.353294 -2.854211
H -0.921584 1.935606 -4.816571
H 0.677439 1.539298 -4.315921
H 0.177670 3.230906 -4.169711
H 0.781395 3.556366 -1.864112
H 0.135975 3.617464 1.495711
H -0.966462 4.876764 0.985266
H 0.650710 4.676911 0.116463
H -2.377953 2.418750 0.848825
C 2.633895 1.298085 2.149055
O 1.719581 0.635329 1.279293
H 3.340619 1.859335 1.539777
H 3.128601 0.487122 2.730947
H 2.091442 1.921476 2.842092

Cartesian forces (eV/Å) of the 3 atoms listed first:
Ce 0.79 -0.77 0.38
C 0.83 2.36 1.20
C 0.35 -0.41 -0.56

***

7.
Here is a single C3H4F2OS molecule from OMol25. Energies are from ωB97M-V/def2-TZVPD.

HOMO level	-8.95	eV
LUMO level	0.12	eV
total energy	-789.85726	Ha
relative energy (zero: lowest compared OMol25 entry of this formula, charge and spin)	25.45	kJ/mol

Geometry (Å):
O -1.351590 -0.593420 1.391517
C -0.213388 -0.255152 0.870581
S 1.089652 -1.291118 1.069147
C -0.099763 1.152110 0.307704
C -0.045919 1.129113 -1.184810
F 0.886091 0.264557 -1.602420
F -1.242153 0.767043 -1.683499
H -1.318056 -1.477645 1.681389
H 0.814440 1.593329 0.656541
H -1.029603 1.741227 0.523774
H 0.270490 2.107510 -1.487781

Cartesian forces (eV/Å) of the 3 atoms listed first:
O -2.01 2.42 -0.84
C 2.98 -0.76 0.89
S -0.93 0.97 -0.53

***

8.
Here is a molecular structure, C4H6BaO2 from OMol25. Energies are from ωB97M-V/def2-TZVPD.

HOMO level	-5.97	eV
LUMO level	-0.83	eV
total energy	-331.82970	Ha
relative energy (zero: lowest compared OMol25 entry of this formula, charge and spin)	0.00	kJ/mol

Geometry (Å):
O 1.284956 -1.016528 3.548505
C 1.462218 -0.640556 2.195279
C 0.653899 0.625108 1.937880
C 0.212368 0.740612 0.527674
C 0.624725 1.289181 -0.582179
H 1.609364 -1.910956 3.678327
H 1.125340 -1.448255 1.521818
H 2.525751 -0.442978 1.978517
H 1.277918 1.499791 2.193995
H -0.232435 0.610222 2.594588
H 0.863108 2.349365 -0.749450
O 0.219621 0.691031 -2.127442
Ba -1.688150 -0.144456 -1.431510

Cartesian forces (eV/Å) of the 3 atoms listed first:
O -0.06 -0.05 0.47
C 0.10 -0.20 -0.57
C -0.29 1.28 0.03

***

no.,strongest force on any atom (eV Å⁻¹)
1,6.33
2,4.10
3,3.44
4,0.63
5,1.12
6,2.78
7,3.26
8,2.93